A 14-piece molecular cluster, C47H127N5O19 overall. Source: the Open Molecules 2025 dataset; level of theory: the ωB97M-V functional and the def2-TZVPD basis.

Last column: Löwdin charge in e.
Cartesian coordinates (Å):
O -4.6576 -2.5847 7.3682  -0.207
H 5.6472 5.7979 3.5076  0.073
H 9.4104 9.8183 -1.4541  0.094
C 8.8823 0.7556 0.5662  -0.087
H -2.5563 5.5964 -1.8691  0.082
H 11.0270 8.1730 -2.4541  0.074
O -4.9436 10.0361 2.3152  -0.105
O -1.0684 -11.0624 -4.0793  -0.124
C 9.8791 -0.4086 3.8910  -0.210
C 1.1042 -0.3669 -11.3615  -0.460
H -5.6984 -2.4447 -6.5771  0.102
H 10.5895 0.3707 4.1670  0.114
H 6.8586 8.7574 2.7193  0.081
O -12.1775 11.1066 4.1429  -0.166
H 5.3405 2.6641 5.9198  0.088
C 7.9095 8.6702 -4.0130  -0.046
H 3.3693 -7.9322 -6.4399  0.083
H -4.5680 9.5603 1.5708  0.074
H 1.3268 1.7623 -3.0343  0.102
C -8.9004 6.2741 3.8805  -0.113
H 4.8812 -11.1901 0.0677  0.075
H 8.3970 8.3258 -4.9251  0.070
O -1.5497 4.0589 -0.9526  -0.188
H 8.0709 0.4164 4.0672  0.102
C -2.2496 -10.5328 -3.4532  -0.159
H -4.6235 -3.1262 -5.3923  0.122
H -7.4471 -3.7419 -5.5182  0.091
C 10.1784 8.0298 -3.1231  -0.065
H 0.5099 -0.8992 -9.2642  0.070
C -6.2543 -4.9452 -6.7045  -0.232
C 1.9365 -6.7420 -6.9966  -0.210
H 5.8411 -13.3599 0.7849  0.090
O -7.4770 -1.4511 -4.7416  -0.195
H -7.0447 -3.5040 -7.9827  0.128
C -3.7249 -3.8797 5.5455  -0.237
O 8.9850 -5.4899 -4.2456  -0.147
H -3.8042 -4.3000 7.3561  0.089
C 2.3697 -1.2265 -11.5221  -0.068
H -1.6385 4.5956 -2.9572  0.079
O -10.0972 7.0221 3.8723  -0.180
O 1.4287 0.8637 -11.9798  -0.074
H 1.6947 4.4505 -1.1668  0.114
H 10.6881 -0.7754 1.9338  0.115
C -5.6682 -2.8753 -5.5762  -0.184
C -2.1918 -6.4886 5.2524  -0.173
H -2.6212 -6.4130 7.4134  0.100
C 5.7950 7.8175 4.0080  -0.487
H 9.5681 10.0835 -3.6989  0.134
C 9.7106 -0.5519 2.3609  -0.246
C 4.0727 -13.2362 0.0435  -0.547
C 8.6899 -0.1284 5.9373  -0.194
H -2.7632 -6.1573 4.3853  0.107
H 2.7507 2.2649 -2.1524  0.111
H -3.0117 -10.2340 -4.1729  0.067
H 0.8472 -6.7793 -6.9974  0.079
H -4.9447 -4.8428 -10.3085  0.081
O 6.8288 1.3797 6.0818  -0.197
H -4.0937 11.1243 3.8654  0.076
H 8.7837 -5.9043 -5.0878  0.063
H -5.9242 -2.0960 -3.5143  0.121
C 4.0565 -11.7782 0.4704  -0.057
H 6.9749 -5.2775 -3.9190  0.079
H 2.1426 1.2921 -11.5019  0.082
H 9.1411 -1.4521 2.1296  0.119
H 1.7015 0.3164 -9.5369  0.063
H 8.1525 1.5381 0.3583  0.086
C -3.8344 10.6241 2.9324  -0.196
H -6.7199 -5.1191 -8.7815  0.119
H 7.3756 6.4258 3.3154  0.083
C -11.3006 6.2962 4.0749  -0.212
C -0.3526 4.6107 -0.6017  -0.250
H 4.7300 8.5878 2.3524  0.081
H 6.0585 -6.0427 5.9407  0.076
C 0.7530 4.0033 -1.4852  -0.175
H 7.3215 -5.3963 4.1551  0.082
H 2.2590 -6.7141 -8.0375  0.081
H -1.1894 -6.0617 5.2191  0.120
H 7.2583 0.0148 7.6132  0.114
H -3.8881 -0.6473 7.7837  0.089
H -11.2445 12.9796 4.7411  0.082
H 1.3680 -1.7646 0.2364  0.084
H -4.5207 -4.4565 5.0743  0.117
H -3.0655 9.9685 3.3409  0.072
H -13.4580 6.6253 3.6562  0.109
N -12.4268 8.3972 4.0329  -0.054
H -12.4886 12.3477 5.8112  0.077
H 9.8044 0.8733 -0.0031  0.084
H -0.1921 4.5366 0.4739  0.126
C -3.0560 -5.9562 6.5244  -0.200
H 7.1938 9.4421 -4.2960  0.073
H -3.4159 11.3586 2.2442  0.078
H 10.3725 -1.2578 4.3639  0.111
H -12.8960 13.0754 4.2916  0.076
H -5.0576 -2.3375 5.1825  0.118
H -3.4879 -4.1233 -9.7087  0.086
C 5.8526 -6.2498 4.8905  -0.219
H 3.7300 -13.3378 -0.9862  0.139
C -1.4778 -8.6687 6.0737  -0.145
H 5.1245 1.6134 7.3952  0.088
H -4.0548 -6.3895 6.4711  0.115
H -0.4971 -10.3690 -4.4173  0.067
C -13.6240 9.1903 3.7129  -0.228
H -5.4984 -0.9636 -4.7925  0.115
C -4.3980 -4.6314 -9.3896  -0.083
H 2.7384 0.2758 -0.8684  0.118
H -11.3013 5.2907 3.6541  0.112
C -12.4888 7.0744 3.4394  -0.210
H -2.9759 -3.6261 4.7953  0.118
C -7.8355 -0.2905 -3.9597  -0.103
C -6.3692 -4.3527 -8.0903  -0.257
N -6.5123 -4.1242 -5.5322  -0.042
H 8.0382 -5.2962 -2.3825  0.074
H -8.5260 6.3028 4.9038  0.079
H 5.1568 -5.4903 4.5338  0.077
H 9.2209 0.8010 6.1430  0.111
H 5.7390 7.6915 5.0892  0.144
H -7.4604 0.6074 -4.4509  0.078
C -2.2568 4.5660 -2.0600  -0.097
C 9.1776 9.1685 -3.2538  -0.522
C 1.7960 1.7488 -2.0506  -0.206
O 2.4103 -7.8892 -6.4321  -0.109
H -0.4036 5.6959 -0.6909  0.115
H -3.1953 4.0528 -2.2698  0.090
H -1.9161 -8.5446 7.0640  0.075
H -4.2135 -5.5870 -8.8989  0.085
H 3.3766 -15.1737 0.6600  0.085
C -6.1080 -1.8359 -4.5567  -0.221
H 2.1447 -5.8634 -6.3860  0.077
H -5.2804 -5.4163 -6.5713  0.115
H 0.5274 4.0728 -2.5493  0.104
H -8.9322 5.2414 3.5334  0.084
C -12.1748 12.4123 4.7693  -0.110
C 0.9234 -1.6910 -0.7560  -0.092
H -6.8485 -5.8590 -6.7062  0.111
C -13.4480 10.4454 4.4476  -0.253
O -5.2287 -3.7692 -8.6013  -0.205
H -4.9677 -1.4146 8.9985  0.086
H -14.5689 8.7284 3.9990  0.121
O 6.7760 8.7587 3.6757  -0.078
O 0.7351 -0.3280 -1.2058  -0.213
H -2.1236 -9.7720 -2.6828  0.075
H 7.3632 7.8829 -3.4936  0.082
N 0.9669 2.5746 -1.1578  -0.082
C -4.7518 -1.2942 7.9369  -0.117
O 8.7001 9.5014 -2.0168  -0.053
H 2.2025 -2.2283 -11.1264  0.071
H 10.5144 7.6480 -4.0872  0.077
C 4.5413 8.3621 3.4019  -0.077
H -5.6691 -0.7887 7.6351  0.083
H 3.2109 -11.2095 0.0837  0.081
C 7.2165 0.1418 6.5314  -0.244
H 3.2408 -0.8419 -10.9918  0.074
O 5.3580 -13.7561 0.0560  -0.041
H -0.0712 -2.1288 -0.6710  0.084
H 1.5006 -2.2273 -1.5092  0.080
C 0.7181 -0.0164 -9.8687  -0.044
H -1.4500 -9.7221 5.7951  0.089
H -0.4259 -8.5157 6.3149  0.082
H 3.4491 -13.9767 1.9547  0.083
H 5.3318 -7.2057 4.8347  0.081
H -11.4706 6.1902 5.1464  0.116
C 3.2417 -14.1177 0.8940  -0.072
H -13.6962 9.4766 2.6636  0.128
H 7.8903 -6.7291 -3.0999  0.071
H 2.7726 -1.4000 -12.5199  0.077
O -2.1702 -7.8943 5.1627  -0.183
O 9.2046 0.6858 1.9641  -0.183
H -3.5896 -1.7073 5.8333  0.111
N 8.5459 -0.3536 4.5161  -0.062
H 4.2411 9.2838 3.9004  0.083
N -3.0918 -4.5298 6.6781  -0.062
H 6.5365 -0.5870 6.0903  0.112
H -13.6345 10.3233 5.5145  0.119
H 9.1343 -0.9163 6.5454  0.113
H 9.7051 7.1876 -2.6183  0.081
H -8.8778 0.0122 -4.0603  0.080
H 3.6783 7.6980 3.4494  0.080
H 4.2472 -11.6320 1.5336  0.081
H -12.4115 7.1764 2.3569  0.121
H 4.8724 0.9849 5.7730  0.084
H -7.5641 -0.3070 -2.9042  0.087
H -14.2733 11.0991 4.1651  0.115
H -12.6114 8.1114 4.9839  0.104
H 2.1873 -0.3203 -2.5515  0.115
H 0.2237 -0.7707 -11.8613  0.131
C -4.2980 -2.5287 5.9405  -0.173
H 8.4406 -0.1577 0.1676  0.080
H -2.7423 -11.4114 -3.0370  0.074
O 7.0153 -6.3058 4.1801  -0.098
H 6.1300 6.7484 2.1232  0.076
C 1.9768 0.2517 -1.6478  -0.198
C 6.3078 6.6042 3.1889  -0.059
C 5.4717 1.6774 6.3640  -0.097
H -0.0020 0.7888 -9.7230  0.077
H 0.1955 1.9766 -0.8981  0.097
C 7.8355 -5.6780 -3.3831  -0.140
H 2.2158 -13.8154 0.6836  0.084
H -8.1077 6.8479 3.4004  0.084

## Properties
2S+1	1
gap between HOMO and LUMO	8.5	eV
LUMO	0.14	eV
HOMO	-8.332	eV

***

A 17-piece molecular cluster, C47H128O17 overall. Source: the Open Molecules 2025 dataset; level of theory: the ωB97M-V functional and the def2-TZVPD basis.

Last column: Löwdin charge in e.
Cartesian coordinates (Å):
H 3.2992 6.0931 0.3148  0.120
O -1.4763 -7.8995 -0.2707  -0.084
O -1.9224 -5.9876 2.0208  -0.097
H 2.8638 5.3035 -5.6989  0.090
H -1.6120 0.5856 8.0910  0.080
H -3.6466 5.8423 7.5262  0.074
H 5.7289 -2.4392 -6.9997  0.055
C 4.6527 1.8905 -2.4641  -0.037
H 0.0453 5.5119 3.2619  0.069
H -2.4657 0.6451 4.3179  0.075
H 1.4674 -8.1368 -1.8115  0.077
H 4.6980 3.3493 0.8483  0.078
O -3.6827 2.3226 6.2250  -0.049
H -2.3340 -3.4695 -1.9147  0.109
H -2.0352 -6.2691 -2.9544  0.042
H -0.7701 -9.1319 -1.5929  0.126
H -3.8895 -0.0527 -5.5787  0.049
H 4.3855 0.2846 2.0917  0.111
O 2.9905 -4.1527 1.8970  -0.104
H 2.4586 -2.1647 4.4689  0.066
C 0.4653 3.4637 2.8372  -0.472
H 3.6632 1.2797 3.4520  0.080
C 5.0181 -1.4729 -4.6059  -0.054
H 0.2017 4.8988 1.5148  0.081
O -1.4357 0.6327 1.4264  -0.081
H -3.3721 -5.2324 -3.3181  0.100
H 2.8171 3.0900 -5.1733  0.100
H -6.1613 1.7432 -4.2260  0.091
H 0.3469 3.6125 4.9594  0.083
C -3.9780 -1.8823 1.0625  -0.042
C 3.4094 0.6627 2.5755  -0.054
H -2.2262 5.5924 3.6376  0.070
H -1.7091 -6.0591 -0.8366  0.048
O 5.3178 -0.1537 -1.4442  -0.060
H -4.9423 7.2002 5.9287  0.066
H -3.4234 0.4912 -2.0013  0.023
H 0.8762 2.0126 4.3575  0.066
O -3.6581 0.3413 -0.1451  -0.137
H -5.1574 5.8816 4.6640  0.077
H 1.5926 5.2997 2.5223  0.071
H -2.9981 0.4728 0.5944  0.064
H -1.0661 -2.0301 -3.5791  0.139
H 1.3666 -2.0401 -3.0868  0.057
H 7.5606 -0.8116 -6.7321  0.075
H 3.9630 -2.0461 3.6861  0.111
C -1.7456 -3.7608 2.7679  -0.095
H 1.1827 -2.7518 -4.6704  0.109
C -3.1445 6.0642 5.5489  -0.468
H 2.9178 -0.1988 -1.9164  0.054
H 1.4970 -0.1177 3.2122  0.150
C -4.5975 -0.7531 0.1578  -0.377
C 3.1027 -1.3890 4.0841  -0.052
H 4.0706 -5.2023 0.6145  0.128
C 1.0228 -1.8017 -4.0770  -0.063
C 0.9880 3.0790 4.1964  -0.046
C 2.2048 -4.5390 -0.3971  -0.039
C 0.6959 -7.6727 -1.2248  -0.043
O -0.5906 -0.0862 -3.7821  -0.023
H 3.1647 3.4956 0.0103  0.085
C -5.8783 -0.1073 0.8339  -0.038
H 2.5246 -4.9707 2.1811  0.095
H 1.6851 -1.0558 -4.3974  0.058
H -3.1143 -2.2654 0.5962  0.035
H 4.7436 -3.3076 -0.8308  0.095
H -1.8518 -0.2565 5.6258  0.036
C 3.8218 4.0162 0.7342  -0.093
C -3.4261 3.7376 0.3390  -0.274
H 1.5440 -5.3665 -0.2059  0.029
H 3.4311 -0.9273 4.9954  0.066
H 7.0891 -2.2055 -4.5486  0.141
H 4.4265 -0.8268 -5.2387  0.067
H -6.3285 0.6185 0.1233  0.074
C 0.0607 -9.6963 0.2015  -0.038
H 0.5524 -10.4641 -0.3003  0.066
H 3.2345 4.8561 -3.4301  0.115
H -4.8487 -1.1922 -0.7671  0.099
C -0.3614 -8.6311 -0.7494  -0.508
H -5.1030 2.2488 -2.8272  0.062
C 4.4334 0.9547 -1.2695  -0.455
H -3.4993 3.1622 6.6130  0.039
C -4.6743 0.3137 -3.5538  -0.409
C -2.5481 1.5591 6.3003  -0.518
H -1.6559 2.1384 5.8988  0.137
H 1.5138 5.8648 -2.2144  0.063
H -0.2133 -5.1948 2.9676  0.108
H -2.2816 2.2339 8.3041  0.070
H -4.7372 -2.6790 1.2478  0.100
H -3.9506 -1.4698 -4.5916  0.070
H -5.4584 3.1881 0.2873  0.055
H -1.5581 -0.8901 -0.7845  0.073
H 0.5537 -9.2860 1.0160  0.058
H -5.4105 -0.9472 -5.2679  0.083
H -3.4395 4.0849 -0.6805  0.121
H -1.3822 1.4642 1.9579  0.064
C 1.2084 5.1381 -2.9485  -0.047
C -1.3286 -5.1724 2.9986  -0.337
H 2.2582 1.1881 -1.2025  0.067
C 0.5762 4.9332 2.5253  -0.035
C 6.9375 -0.5610 -5.8749  -0.086
C -0.8708 1.8346 -0.5652  -0.032
H -3.6628 -1.4732 2.0241  0.076
H -5.3034 -0.3587 -2.9578  0.123
H 0.1229 -0.5573 -1.3584  0.061
H 4.4853 1.3018 -3.3427  0.058
H -0.9072 -10.0584 0.6953  0.121
H -0.1203 -1.2734 -6.4499  0.077
C -0.8215 -1.6184 -5.7026  -0.038
H -3.2131 2.6807 0.3306  0.071
H -2.0691 -5.3982 1.2408  0.055
C -4.4731 -0.5445 -4.8511  -0.054
H -0.0988 2.0254 -1.3531  0.089
H -1.6667 -5.5662 3.9541  0.111
H 1.6493 -3.6048 -0.3501  0.071
H 0.2945 5.5673 -3.4564  0.108
C -2.5267 5.1149 4.5809  -0.071
H 5.0854 -2.9328 0.9141  0.092
H 0.9673 4.2720 -2.3810  0.045
H -1.7602 -4.7427 -3.9427  0.067
H 2.4966 -4.7444 -1.4510  0.096
H 5.6760 2.1756 -2.6506  0.083
H -4.9668 3.3905 1.8948  0.063
H -0.9674 -2.6646 -5.7871  0.052
C -1.8007 -4.4356 -1.9381  -0.298
C -5.1422 1.7414 -3.7790  -0.045
O 4.6375 5.3196 -1.1255  -0.091
H 3.3437 4.1419 1.6680  0.037
H -1.4522 -7.7974 0.7370  0.118
C -2.6577 0.3372 5.3730  -0.038
H -1.5468 4.7432 5.1192  0.109
O -2.4864 4.3633 1.1840  -0.105
C 4.1635 5.3866 0.2081  -0.342
H -5.5646 0.4513 1.7789  0.100
H 2.8176 -0.2505 -0.2462  0.062
C -2.4169 1.2807 7.8058  -0.047
H -1.8194 -1.1648 -5.9175  0.069
H -2.4194 6.8476 5.8009  0.132
H 1.0485 2.9601 2.0701  0.111
H -1.3483 -3.0774 3.5370  0.085
H -0.7658 -4.1973 -1.9934  0.083
C -2.2565 -5.2640 -3.1294  -0.059
C 2.5522 -0.5302 2.9604  -0.518
H 4.8667 5.9045 0.8773  0.110
H -1.2954 -3.4402 1.7793  0.090
C -0.4915 0.7049 0.3926  -0.431
H 0.4610 0.8485 0.8160  0.097
H -0.1126 -1.4723 0.2000  0.065
H 1.2942 -7.2104 -0.4403  0.062
H -4.3553 7.4481 4.3021  0.081
H 4.4414 -2.3883 -4.3690  0.087
H 1.8867 -2.1202 2.1807  0.083
H -1.4887 3.5671 2.2217  0.054
H -3.1525 4.2309 4.3767  0.088
C 3.0157 0.4308 -1.0893  -0.028
O -3.2498 5.3795 6.8105  -0.062
H -1.4653 0.1832 -3.8031  0.015
O -0.8944 2.9546 2.7592  -0.102
H 5.4870 4.8089 -0.9591  0.117
H -1.7955 1.6567 -1.1162  0.065
O 6.1927 -2.7766 -6.2687  -0.047
C 3.4366 -4.3152 0.5100  -0.431
H 6.1708 0.0742 -6.3394  0.077
H -2.4303 5.2939 0.8979  0.126
O -3.3120 0.3007 -2.9386  -0.100
C 2.0655 3.2896 -4.3614  -0.063
H 4.8530 1.5075 -0.3823  0.118
H -3.6044 -0.2730 5.3991  0.101
H -5.2626 4.8690 0.9236  0.079
C -4.8707 3.8347 0.9226  -0.051
O 2.2274 5.6221 -5.0355  -0.051
H 0.2179 -6.9281 -1.9343  0.099
H -6.5419 -0.8575 1.1038  0.035
H 5.1392 -0.9207 -3.6809  0.044
H -1.0546 2.6670 0.0968  0.048
H 7.5582 0.0991 -5.1539  0.116
H -4.4624 2.1587 -4.5503  0.093
H 3.6074 -2.2392 0.0688  0.046
H -3.3823 0.9253 8.1292  0.076
O 2.2819 -1.3016 1.8321  -0.086
C -4.5216 6.6681 5.0755  -0.033
C 6.3784 -1.7751 -5.2565  -0.485
H 3.9751 2.7201 -2.5402  0.044
H 5.3798 -0.6152 -0.6154  0.061
H -2.8191 -3.6606 2.7152  0.061
C -0.3872 -1.3755 -4.2279  -0.513
O -1.9469 -5.1146 -0.6789  -0.121
C 2.2813 4.7250 -3.9342  -0.502
C -0.5138 -0.6611 -0.4525  -0.009
H 1.0766 3.0375 -4.7248  0.081
C 4.2948 -3.0854 0.1637  -0.049
H 2.0356 3.3466 4.3769  0.082
H 2.9269 1.3381 1.8687  0.048
H 2.0843 2.5906 -3.5313  0.053

## Properties
2S+1	1
gap between HOMO and LUMO	9.8	eV
LUMO	0.32	eV
HOMO	-9.485	eV

***

Q: Which value of LUMO does entry 2 give?
A: 0.32 eV